Record 1
Entry from OMol25: a cluster of 13 separate species, C47H96N8O5 in total in a non-equilibrium geometry (ωB97M-V with the def2-TZVPD basis set).

Positions of all 156 atoms, in Å:
1 C 3.2116 -5.0938 0.6395
2 H 6.9244 0.2781 0.3855
3 H 4.7071 1.9465 2.9353
4 C -4.6553 -0.8447 3.8261
5 C 5.0323 0.9687 -0.2422
6 H 0.7633 -2.5551 1.1625
7 H -5.4842 3.8909 5.8110
8 O -1.3895 0.3777 3.1211
9 O -3.4518 -1.2848 3.1597
10 C -0.2701 3.8007 1.1662
11 C -0.6951 -5.5719 2.0050
12 H -0.4243 -1.5927 0.2168
13 C 0.5450 0.5346 -1.4712
14 C 4.4931 0.9037 2.7399
15 H 3.7564 1.6287 -3.7879
16 H 4.2148 0.3543 3.6650
17 C 5.1486 -5.7272 -0.8940
18 C 5.6614 0.1762 2.0783
19 C -5.0846 0.2639 -1.0931
20 C -1.2350 3.6759 -2.6950
21 H 3.6687 0.7680 2.0573
22 H -4.1683 1.2277 3.9073
23 C 2.4387 3.7709 -2.9698
24 H -6.6287 -1.7595 4.1378
25 H -3.8140 -2.0538 -2.2861
26 H 0.2993 1.5033 3.5354
27 H 0.1346 -4.8871 1.7603
28 C 0.9519 4.4079 0.6339
29 H -2.0698 -2.2776 -2.2241
30 C 6.0862 0.7801 0.7619
31 H 4.4758 -2.2200 -1.9362
32 H 1.6107 4.2715 -4.7510
33 H 5.3855 -0.8666 1.8226
34 H 1.6518 2.5091 -4.3360
35 H -1.4177 3.6440 -1.6423
36 H -3.1810 -0.9573 -5.9106
37 H -3.6572 -2.1419 -4.6617
38 C -4.9369 5.4782 4.3620
39 H -0.7014 -2.4984 -7.0121
40 H -1.6943 1.1114 2.5394
41 H -0.4527 -3.6998 -4.5707
42 H -0.3219 -1.0006 5.2400
43 H 3.1149 3.9282 3.2322
44 H 1.0124 -0.1629 1.8343
45 H -0.2265 3.4978 -2.9657
46 H 2.3702 5.5664 2.9013
47 H -3.1349 2.3829 -5.1668
48 O -3.4497 2.8743 -2.8164
49 H -5.8817 5.3694 3.7813
50 H 2.1389 -5.0682 0.9128
51 C 2.2322 3.4465 -4.3663
52 H 6.6301 1.7959 0.9886
53 H -4.0184 0.4521 0.5859
54 H -1.7153 1.0370 5.6676
55 C 3.0316 -1.8079 -3.5018
56 C 0.5226 0.6349 0.0084
57 H 4.9815 -0.9224 -3.0429
58 H -5.1698 0.8673 2.5037
59 H 2.1118 2.8420 1.5195
60 C 5.2121 -2.9458 -3.8991
61 C -0.6291 -1.7716 -6.2316
62 C -5.0179 0.6586 3.5619
63 H -2.4356 -0.0429 -1.4150
64 C 4.4273 2.1630 -4.4446
65 C 0.2697 -0.3737 4.5531
66 H -5.4622 -2.9577 3.6374
67 H 5.0859 -2.7547 -4.9331
68 C -4.2348 -0.3827 -0.1088
69 H 5.3449 -4.7165 -1.2141
70 H -0.3550 -6.4072 2.7127
71 C 0.6041 -1.7615 0.4195
72 H 5.0096 1.6513 -5.2003
73 H 5.1626 2.6446 -3.8160
74 C 3.7406 -3.7192 0.7046
75 H 2.5159 -1.1480 -2.8357
76 C -1.8816 -4.7040 2.5631
77 C -3.8883 5.6353 3.2405
78 C -3.0366 -1.9588 -5.5588
79 H 3.2782 -6.9557 -0.4559
80 H -2.4213 -2.9639 1.9482
81 C 2.3229 -3.0820 -3.4060
82 H 2.3201 -0.4857 0.5278
83 C 1.2427 -0.4100 0.7778
84 N 2.7994 4.1228 -1.9452
85 C 3.6042 -5.8719 -0.6323
86 H -3.3618 -6.2625 2.1759
87 H -1.4188 2.6257 -5.3711
88 H 0.3590 -1.6509 -5.8686
89 C -2.5841 6.2652 3.6610
90 H -6.0964 -1.8457 2.4926
91 H -1.4202 -1.5375 -4.2260
92 C 2.2458 4.4642 2.8622
93 H -1.5712 -4.0780 3.4515
94 H 5.4898 -6.3864 -1.7315
95 C -5.7581 -1.9111 3.5233
96 H -1.0690 -6.0275 1.0659
97 O -1.4176 -3.5124 -4.6563
98 H -4.4252 -0.9017 4.8759
99 H 3.7454 -5.5596 1.4890
100 H -1.4866 2.4985 4.6116
101 N -1.6985 6.9580 3.9508
102 H -4.2454 3.4878 4.7309
103 H -3.8165 4.5627 6.0682
104 C -4.6222 4.3332 5.2876
105 H -5.0118 6.4217 4.9854
106 H -4.2533 6.3932 2.4771
107 N -5.5764 0.7187 -2.0170
108 H 6.5229 0.2113 2.7729
109 C -1.5960 -2.1653 -5.0591
110 N 0.8121 0.5875 -2.5874
111 H -4.6583 -1.1433 0.5243
112 C -2.8565 -0.8811 -0.7783
113 H 4.8216 -3.9148 -3.6463
114 H 1.3521 4.1129 3.4424
115 N 4.2553 -2.7058 0.7159
116 H -4.0834 2.1617 -3.0317
117 H 0.6221 -1.0366 3.8179
118 C 4.4775 -1.9078 -3.0118
119 H 1.0786 4.0525 -0.3795
120 H -1.5072 4.6384 -3.1151
121 C -2.2183 2.6697 -3.3328
122 H 1.0046 -2.2265 -0.5119
123 N 1.7526 -4.0647 -3.2973
124 H -5.8472 0.9436 4.2347
125 N -1.1119 3.1543 1.6390
126 C 2.1099 3.9828 1.4423
127 H 3.4100 3.3064 -6.1648
128 H 2.8418 4.1898 0.7189
129 C 3.6066 3.3065 -5.0674
130 C -2.9696 -2.0981 -1.5919
131 H -3.7244 4.7305 2.6962
132 N 4.1960 1.0233 -1.0618
133 C -1.0872 1.6407 5.1147
134 C -2.3074 2.9229 -4.8603
135 H 2.9991 -5.5065 -1.4607
136 H -1.1316 -0.8510 -6.5933
137 H 3.1137 -1.3986 -4.5421
138 H 0.9526 1.6267 0.2556
139 H -2.1062 -0.8587 0.0323
140 H -2.6879 -6.1375 3.8595
141 C -0.3939 0.8377 4.0289
142 H 1.1519 -0.0574 5.0768
143 H -3.8576 -5.0443 3.4050
144 H -0.5084 0.6697 0.3451
145 H -2.9864 -3.0064 -0.9524
146 H -1.9487 1.5685 -3.1364
147 H -0.2881 1.9855 5.8312
148 H -3.2408 -2.6964 -6.3332
149 C -3.0510 -5.5641 2.9895
150 H 4.1048 4.2898 -5.0078
151 H 5.6363 -5.8479 0.0366
152 H 0.7814 5.5041 0.5510
153 H -2.6722 -0.7130 3.4432
154 H -2.4216 4.0513 -5.0461
155 H 6.2476 -3.0645 -3.5496
156 O -2.1506 -3.7680 1.4952

Calculated values
Maximum force = 3.724 eV Å⁻¹
LUMO level = 0.01827 Ha
Kohn-Sham gap = 9.98 eV
HOMO = -9.486 eV
Charge = 0
E_tot = -2662.50629 hartree

---

Record 2
Entry from OMol25: a cluster of 2 separate species, C3H8NO in total in a non-equilibrium geometry (ωB97M-V with the def2-TZVPD basis set).

Positions of all 13 atoms, in Å:
1 H 2.5244 0.2781 -1.9929
2 H 0.5414 1.7370 1.1732
3 N 0.4128 1.5192 0.1558
4 C 1.5068 0.8753 -0.3189
5 O -1.7027 -0.1432 0.4060
6 C -1.8180 -1.5440 0.7749
7 H -0.6848 0.2425 0.4881
8 H -1.9705 -1.9907 -0.2390
9 H 2.2745 0.3851 0.4333
10 H -2.7078 -1.7644 1.4962
11 C 1.6982 0.8805 -1.6952
12 H 0.8741 1.2498 -2.2184
13 H -0.9486 -1.7253 1.5368

Calculated values
Relative energy (zero: lowest compared OMol25 entry of this formula, charge and spin) = 182.4 kJ/mol
Maximum force = 3.811 eV Å⁻¹
LUMO level = 0.15362 Ha
Kohn-Sham gap = 6.20 eV
HOMO = -2.020 eV
Charge = -1
E_tot = -249.01713 hartree

---

Record 3
Entry from OMol25: a cluster of 2 separate species, C4H8NO2 in total in a non-equilibrium geometry (ωB97M-V with the def2-TZVPD basis set).

Positions of all 15 atoms, in Å:
1 N 2.8444 0.2750 -0.8189
2 H 2.2200 -0.2366 -1.5338
3 H 2.6047 -1.1316 1.2182
4 H -0.2930 0.2484 -0.8954
5 H 1.2288 -0.2019 1.9472
6 C 1.6992 0.1921 -0.1454
7 H 0.8429 1.4715 -1.4980
8 H 0.8848 -1.4799 0.8294
9 O -2.6414 -0.9351 0.6566
10 H 0.0590 1.7239 0.0495
11 H -4.6116 -0.5952 0.2901
12 C 0.4793 0.9673 -0.6041
13 C 1.6241 -0.7045 1.0646
14 O -3.3876 0.7038 -0.6437
15 C -3.5537 -0.2970 0.0838

Calculated values
Relative energy (zero: lowest compared OMol25 entry of this formula, charge and spin) = 299.3 kJ/mol
Maximum force = 3.050 eV Å⁻¹
LUMO level = 0.13896 Ha
Kohn-Sham gap = 7.92 eV
HOMO = -4.141 eV
Charge = -1
E_tot = -362.41023 hartree

---

Record 4
Entry from OMol25: a cluster of 2 separate species, C4H13NSi in total in a non-equilibrium geometry (ωB97M-V with the def2-TZVPD basis set).

Positions of all 19 atoms, in Å:
1 H -1.2305 3.1558 -1.3686
2 N -0.4406 0.9285 -3.1900
3 C 0.5365 -1.5515 1.4473
4 H 0.1755 0.2544 2.3740
5 H -0.2367 0.1420 -3.8145
6 H 1.9259 -2.7187 0.4446
7 H -2.5410 2.2411 -1.9543
8 H 1.6339 -3.2556 2.0813
9 H -0.7631 1.8323 -3.5906
10 H -0.6653 -0.9021 3.0118
11 C 0.3439 -0.7771 2.7312
12 C 1.7821 -2.3943 1.4192
13 H -0.8607 -0.4897 -0.8549
14 Si -0.4856 0.8010 -1.4940
15 H 1.2163 -0.7555 3.3582
16 H -2.2579 2.0227 -0.2015
17 C -1.7496 2.0907 -1.1189
18 H 0.9178 1.3067 -1.0380
19 H 2.6992 -1.9307 1.7575

Calculated values
Relative energy (zero: lowest compared OMol25 entry of this formula, charge and spin) = 462.2 kJ/mol
Maximum force = 4.752 eV Å⁻¹
LUMO level = 0.01218 Ha
Kohn-Sham gap = 8.37 eV
HOMO = -8.035 eV
Charge = 0
E_tot = -504.28613 hartree

---

Question: charge of number 2 (C3H8NO)?
Answer: -1

---

Question: Which of these has the lowest Kohn-Sham gap?
Answer: C3H8NO

---

Question: What is the LUMO level in the second record?
Answer: 0.15362 Ha

---

Question: Which value of charge does entry 2 give?
Answer: -1